#w
15
Properties=species:S:1:pos:R:3:nbo_charge:R:1 method="wB97M-V/def2-TZVPD" charge=+1 gap_ev=10.704 smiles="N[C@H]1[NH+]=CNCO1" e_homo_ev=-14.3009
N -2.26070 -0.04010 -0.29560 -0.885
C -0.99419 0.13422 0.29132 0.389
N -0.28833 -1.13478 0.08010 -0.542
C 1.02441 -1.18692 -0.16401 0.384
N 1.75651 -0.14236 -0.25001 -0.543
C 1.13032 1.16611 0.07967 0.072
O -0.19752 1.10091 -0.35145 -0.505
H -3.04181 -0.17660 0.41229 0.430
H -2.28917 0.62669 -1.15730 0.437
H -0.89027 0.32164 1.36657 0.173
H -0.86062 -1.91295 -0.15826 0.442
H 1.25731 -2.19816 -0.46019 0.246
H 2.79856 -0.03702 -0.26449 0.461
H 1.14127 1.31040 1.19866 0.191
H 1.64079 2.06730 -0.40441 0.251

---

#x
15
Properties=species:S:1:pos:R:3:nbo_charge:R:1 method="wB97M-V/def2-TZVPD" charge=+1 gap_ev=11.354 smiles="C=NO/[NH+]=C(/C)N" e_homo_ev=-14.5509
C 3.67258 -0.24042 -0.10152 -0.082
N 2.55105 0.23752 -0.34683 -0.109
O 1.44572 -0.27107 0.59262 -0.280
N 0.31593 0.46118 0.41895 -0.221
C -0.82338 -0.12622 0.11591 0.537
C -2.06552 0.67234 0.07152 -0.686
N -0.84966 -1.42253 -0.10001 -0.714
H 4.45902 0.10039 -0.75917 0.242
H 3.91722 -0.94218 0.68617 0.215
H 0.39178 1.45531 0.61471 0.424
H -2.78293 0.27856 0.79125 0.271
H -1.89025 1.71926 0.29569 0.256
H -2.52433 0.59888 -0.91402 0.273
H -1.71330 -1.89912 -0.30615 0.434
H 0.00841 -1.95662 -0.07231 0.439

---

#y
15
Properties=species:S:1:pos:R:3:nbo_charge:R:1 method="wB97M-V/def2-TZVPD" charge=+1 gap_ev="9.453 / 6.897" e_homo_ev="-13.9870 / -12.0338"
C 0.55788 0.40000 -0.18008 0.755
C 2.19673 -1.37583 0.68681 -0.124
C -2.77587 -0.30628 0.13373 -0.505
N -1.44448 -0.72424 0.47838 0.050
N 1.74142 -0.34103 -0.04966 -0.530
N 0.79854 1.60864 -0.79869 -0.794
O -0.63928 0.32140 0.13300 -0.328
H 1.52500 -2.07899 1.28174 0.236
H 3.20617 -1.68318 0.49838 0.218
H -2.68734 0.60204 -0.60344 0.225
H -3.31747 -1.17387 0.01092 0.252
H -3.20539 0.25328 0.92143 0.247
H 2.42711 0.14277 -0.67050 0.440
H -0.03515 2.18605 -1.02794 0.430
H 1.65215 2.16924 -0.81409 0.428

---

#z
15
Properties=species:S:1:pos:R:3:nbo_charge:R:1 method="wB97M-V/def2-TZVPD" charge=+1 gap_ev=11.746 smiles="[NH3+]N1CC=N[C@H]1O" e_homo_ev=-15.0599
N -1.22646 -0.95071 0.47657 -0.578
N -0.75294 -0.04269 -0.53196 -0.263
C -0.62961 1.43963 -0.18914 -0.317
C 0.79824 1.41892 0.36626 0.144
N 1.50635 0.42903 0.04271 -0.419
C 0.72259 -0.48009 -0.68948 0.312
O 0.90594 -1.74337 -0.03897 -0.718
H -0.23136 -1.43657 0.76026 0.475
H -2.06214 -1.42726 0.10231 0.451
H -1.44772 -0.51561 1.32881 0.408
H -1.43999 1.88166 0.30042 0.251
H -0.38044 1.84786 -1.17642 0.261
H 1.24246 2.12332 0.91301 0.211
H 1.13376 -0.62540 -1.78635 0.233
H 1.86133 -1.91872 0.12196 0.548

---

The relative energies come out as #w 0.0; #x 47.5; #y 116.6; #z 56.7, with values in kcal/mol.

---

#w
15
Properties=species:S:1:pos:R:3:nbo_charge:R:1 method="wB97M-V/def2-TZVPD" charge=+1 gap_ev="9.444 / 9.445" e_homo_ev="-13.5185 / -13.5196"
C 1.43767 0.03562 0.71387 -0.727
C 0.37095 0.25546 -0.20307 0.616
N 0.34474 1.53863 -0.58247 -0.681
N -0.31676 -0.80229 -0.73800 -0.568
C -1.69861 -0.91764 -0.59227 0.169
N -2.30217 -0.15040 0.23949 -0.062
O -1.69564 0.80566 0.82479 -0.526
H 0.97105 0.27759 1.65912 0.291
H 2.40282 0.64614 0.57991 0.275
H 1.87478 -1.03624 0.62357 0.260
H -0.28065 1.94423 -1.30210 0.434
H 0.73581 2.22634 0.06603 0.435
H 0.02056 -1.68197 -0.59118 0.422
H -2.10466 -1.85477 -1.05732 0.246
H -3.31790 -0.24554 0.43976 0.418

---

#x
15
Properties=species:S:1:pos:R:3:nbo_charge:R:1 method="wB97M-V/def2-TZVPD" charge=+1 gap_ev=8.818 e_homo_ev=-13.1845
C 2.16092 0.58390 0.44726 0.353
C 0.23797 -0.58611 0.19752 0.448
C -0.90047 -1.22464 0.47974 -0.480
N 1.98653 0.33559 -0.85183 -0.198
N 1.23239 -0.04944 1.11911 -0.529
N -0.98481 1.43632 -0.89948 -1.123
O 0.91289 -0.52082 -1.01032 -0.295
H 2.89565 1.30683 0.79116 0.275
H -1.26423 2.32935 -1.22694 0.368
H -1.20053 -1.17501 1.49865 0.238
H -1.55937 -1.78405 -0.23849 0.270
H 2.18900 0.82883 -1.65545 0.441
H 1.36448 -0.38720 2.06583 0.464
H -0.71384 0.99015 -1.83449 0.376
H -1.96959 1.39495 -0.56649 0.392

---

The relative energies come out as #w 0.0; #x 19.5, with values in kcal/mol.

---

#w
18
Properties=species:S:1:pos:R:3:nbo_charge:R:1 method="wB97M-V/def2-TZVPD" charge=0 gap_ev=11.582 smiles=O.O.O.O.O.O e_homo_ev=-11.2083
O -1.24089 -0.13417 -2.88683 -0.969
H -0.59689 0.25883 -2.28483 0.494
H -1.91489 -0.51217 -2.31183 0.464
O -1.11489 1.02683 -0.07483 -0.973
H -0.45689 1.26183 0.57917 0.491
H -1.91189 0.70583 0.31217 0.477
O 0.55411 -1.17517 0.49617 -0.999
H 1.18011 -1.47717 -0.13683 0.485
H 0.05911 -0.43917 0.05317 0.499
O 1.34011 0.54583 -2.41783 -0.960
H 1.65811 1.30883 -2.87783 0.482
H 1.11211 -0.12617 -3.10083 0.488
O 1.00811 1.51783 1.65617 -0.952
H 1.23211 0.60083 1.55117 0.501
H 0.25711 1.62783 2.25817 0.478
O -0.13689 -1.50117 3.25517 -0.980
H -0.05989 -1.73417 2.30217 0.503
H -0.96789 -1.75517 3.62817 0.469

---

#x
18
Properties=species:S:1:pos:R:3:nbo_charge:R:1 method="wB97M-V/def2-TZVPD" charge=0 gap_ev=10.814 smiles=O.O.O.O.O.O e_homo_ev=-10.8809
O -1.97689 1.44361 -0.92294 -0.946
H -2.45989 2.13561 -1.35694 0.476
H -1.39389 1.19461 -1.61994 0.484
O -0.82589 -2.11839 0.39106 -0.956
H -0.65889 -1.20139 0.64506 0.487
H -1.75389 -1.96839 0.37306 0.449
O 1.68011 -0.96039 -1.57094 -0.961
H 0.71611 -1.12339 -1.76894 0.486
H 2.07111 -1.64539 -2.11594 0.480
O -2.13489 2.19961 1.66206 -0.956
H -2.36089 1.99161 0.74306 0.483
H -2.36689 1.39961 2.14006 0.469
O 3.61611 -0.91539 0.75306 -0.956
H 2.93411 -0.94539 0.09506 0.486
H 4.25011 -1.60939 0.61806 0.465
O 0.22911 0.41961 0.87206 -0.971
H -0.34489 1.21361 0.94806 0.502
H 0.78011 0.48961 0.11506 0.479

---

#y
18
Properties=species:S:1:pos:R:3:nbo_charge:R:1 method="wB97M-V/def2-TZVPD" charge=0 gap_ev=10.627 smiles=O.O.O.O.O.O e_homo_ev=-10.4795
O -2.26572 -3.09367 0.80908 -0.932
H -2.22552 -2.19158 1.12665 0.469
H -2.62478 -3.59101 1.54392 0.463
O -0.39532 0.16340 -0.29176 -0.965
H 0.35605 0.72734 -0.10832 0.461
H -1.06463 0.44492 0.33194 0.494
O 1.29800 3.39400 0.80198 -0.941
H 1.08240 4.32659 0.80903 0.472
H 1.64260 3.23400 -0.07659 0.469
O 3.19311 -1.75357 -0.53661 -0.930
H 4.06256 -1.48947 -0.83752 0.466
H 2.81712 -0.95751 -0.16091 0.464
O -2.10924 1.57849 1.37711 -0.955
H -1.98063 2.36835 0.85194 0.482
H -2.60014 1.87671 2.14282 0.484
O 0.22257 -1.43813 -2.89784 -0.949
H 0.21692 -2.39531 -2.90253 0.465
H 0.37465 -1.20352 -1.98239 0.483

---

The relative energies come out as #w 0.0; #x 8.4; #y 11.1, with values in kcal/mol.

---

#w
18
Properties=species:S:1:pos:R:3:nbo_charge:R:1 method="wB97M-V/def2-TZVPD" charge=0 gap_ev=11.177 smiles=O.O.O.O.O.O e_homo_ev=-10.8601
O -10.39115 -17.72271 -9.69166 -0.963
H -10.74680 -16.82840 -9.67461 0.465
H -9.78287 -17.73046 -8.93641 0.489
O -5.85397 -15.01376 -6.84631 -0.953
H -5.10921 -15.51265 -7.19532 0.466
H -6.29669 -15.63168 -6.24877 0.483
O -9.19384 -17.00952 -7.19392 -0.992
H -9.62480 -16.14338 -7.17088 0.500
H -8.53697 -16.99899 -6.48658 0.489
O -11.22698 -14.95042 -7.71854 -0.960
H -10.91112 -14.06835 -7.94781 0.480
H -12.14940 -14.97056 -7.99479 0.485
O -10.64812 -20.04369 -6.67562 -0.948
H -10.22084 -19.42943 -7.28498 0.478
H -11.53940 -20.14342 -7.02484 0.469
O -6.85401 -17.44799 -5.32466 -0.970
H -6.63153 -17.61573 -4.40191 0.490
H -7.04690 -18.31642 -5.70207 0.489

---

#x
18
Properties=species:S:1:pos:R:3:nbo_charge:R:1 method="wB97M-V/def2-TZVPD" charge=0 gap_ev=11.274 smiles=O.O.O.O.O.O e_homo_ev=-11.0882
O -1.49212 -1.17104 0.66498 -0.960
H -1.82098 -1.36575 -0.22840 0.476
H -2.12086 -0.42964 0.73993 0.485
O 1.50035 -1.37682 1.25558 -0.973
H 0.65472 -0.97095 1.02578 0.496
H 1.40242 -2.27223 1.57668 0.473
O -0.68116 1.11507 2.82471 -0.926
H -1.16027 0.29600 2.63849 0.463
H -1.43861 1.71366 2.83330 0.463
O 0.45017 1.99279 -2.19818 -0.954
H 1.08206 1.63882 -2.83935 0.477
H 1.01804 2.48179 -1.58504 0.479
O -1.96329 1.38552 -0.60852 -0.967
H -1.01710 1.18803 -0.63743 0.490
H -2.19616 1.45258 -1.54643 0.478
O 2.86655 -1.97088 -1.55648 -0.947
H 2.46096 -1.11453 -1.40408 0.471
H 2.45526 -2.59243 -0.95555 0.475

---

The relative energies come out as #w 0.0; #x 9.4, with values in kcal/mol.

---

#w
20
Properties=species:S:1:pos:R:3:nbo_charge:R:1 method="wB97M-V/def2-TZVPD" charge=0 gap_ev=10.717 smiles="NC(=O)CCCC=O.O" e_homo_ev=-9.9490
N -1.18034 -1.75829 -2.19898 -0.836
C -0.91451 -1.49840 -0.88764 0.681
O -0.79752 -2.36124 -0.04495 -0.609
C -0.66749 0.00227 -0.69414 -0.528
C 0.85730 0.25192 -0.58578 -0.375
C 1.52893 -0.21332 0.73286 -0.560
C 1.80502 0.86575 1.72201 0.451
O 1.27006 1.94916 1.63712 -0.553
H -1.14947 -2.63355 -2.68939 0.403
H -1.65583 -1.01833 -2.69022 0.388
H -1.04049 0.37861 0.25253 0.256
H -0.88600 0.65543 -1.56214 0.221
H 1.23890 1.26640 -0.79501 0.226
H 1.23009 -0.45856 -1.39948 0.201
H 2.52728 -0.64656 0.56331 0.223
H 0.85522 -1.05016 0.99220 0.281
H 2.33400 0.53365 2.62471 0.118
O -2.04673 1.95003 1.38468 -0.945
H -1.18165 2.38301 1.46905 0.485
H -2.12678 1.40218 2.16928 0.470

---

#x
20
Properties=species:S:1:pos:R:3:nbo_charge:R:1 method="wB97M-V/def2-TZVPD" charge=0 gap_ev=8.772 e_homo_ev=-8.6789
C 0.16890 -0.58089 -0.18990 -0.045
C -0.85911 0.44615 0.28952 0.498
C 0.05557 -1.90988 0.54542 -0.610
C -1.03101 1.71749 -0.46742 -0.723
C 1.36784 0.32360 0.29944 0.592
N 0.22016 -0.77112 -1.61781 -0.838
O 2.18506 -0.36220 1.21905 -0.716
O -1.91611 -0.05123 0.92455 -0.636
O 1.91408 1.08646 -0.54966 -0.724
H 3.01554 0.13401 1.22193 0.489
H -2.55390 0.64547 1.14238 0.490
H 0.46542 0.92124 1.14054 0.056
H 0.72453 -0.00547 -2.05622 0.395
H -0.68839 -0.92966 -2.03252 0.359
H -0.86720 -2.42203 0.26714 0.209
H 0.05913 -1.77623 1.62564 0.223
H 0.90755 -2.52058 0.25998 0.239
H -0.03083 2.13044 -0.65327 0.291
H -1.66350 2.42322 0.07438 0.214
H -1.47372 1.50122 -1.44317 0.237

---

The relative energies come out as #w 0.0; #x 51.6, with values in kcal/mol.

---

#w
20
Properties=species:S:1:pos:R:3:nbo_charge:R:1 method="wB97M-V/def2-TZVPD" charge=0 gap_ev=10.122 smiles="CC(=O)N(C)O.CC=O" e_homo_ev=-9.4548
C 2.06768 -0.15644 0.01816 -0.711
C 1.14712 0.93541 -0.46241 0.655
O 1.54240 1.64770 -1.39086 -0.611
N -0.14762 1.12020 0.06796 -0.189
C -0.34513 1.48304 1.46258 -0.423
O -0.96539 1.96460 -0.74001 -0.566
H 2.99608 0.27615 0.39688 0.250
H 2.34642 -0.79232 -0.82877 0.254
H 1.60582 -0.78519 0.77853 0.217
H 0.12050 0.73823 2.10876 0.212
H 0.09886 2.46322 1.65385 0.197
H -1.41742 1.52396 1.67228 0.228
H -0.36078 2.23214 -1.46568 0.492
C -1.31193 -1.73821 -1.11941 -0.725
C -1.16476 -1.85623 0.36751 0.437
O -1.75970 -2.69402 1.03135 -0.530
H -0.34431 -1.52496 -1.57728 0.221
H -1.70828 -2.66793 -1.53200 0.238
H -2.01395 -0.93154 -1.34189 0.253
H -0.38560 -1.23781 0.90046 0.104

---

#x
20
Properties=species:S:1:pos:R:3:nbo_charge:R:1 method="wB97M-V/def2-TZVPD" charge=0 gap_ev=9.656 e_homo_ev=-8.8388
C -0.55217 0.55332 -0.36939 0.141
C -0.62390 -2.68134 -1.00821 -0.250
C 1.32325 2.06950 0.24966 -0.436
N -0.01650 1.59882 0.55369 -0.172
C -0.13191 -0.57021 0.55042 0.364
C 0.09151 -0.92770 1.78675 -0.458
O 0.37649 -1.73625 -0.64101 -0.624
O -0.91695 2.67300 0.71166 -0.571
O -0.03042 0.42454 -1.60583 -0.787
H -1.05924 3.06693 -0.16837 0.439
H 0.41245 -0.75354 -1.51018 0.517
H -1.65125 0.65952 -0.33813 0.181
H -0.86501 -3.32594 -0.15810 0.181
H -1.53819 -2.17166 -1.33370 0.178
H -0.24756 -3.28704 -1.83554 0.196
H 1.65524 2.72175 1.05492 0.209
H 1.35095 2.61748 -0.69846 0.183
H 1.97573 1.20353 0.17075 0.213
H 0.44688 -1.92343 2.00217 0.237
H 0.00062 -0.21127 2.58689 0.256

---

The relative energies come out as #w 0.0; #x 72.9, with values in kcal/mol.